A cluster of 6 separate species, C16H33BBr10F3NO4 in total. Source: OMol25; level of theory: ωB97M-V with the def2-TZVPD basis set.

Geometry as XYZ:
```
68
Properties=species:S:1:pos:R:3:forces:R:3:nbo_charge:R:1
Br 6.566786 -1.325517 2.826969 -0.076 -0.006 -0.021 -0.01
Br 2.288159 -2.199690 -4.715724 0.004 -0.002 0.013 -0.02
Br 2.250856 -5.695185 -3.618399 0.012 0.017 -0.032 -0.02
Br 4.486701 0.827910 4.884516 0.048 -0.018 0.058 -0.01
Br 0.674169 1.998847 1.080601 0.033 -0.019 0.039 0.01
Br 8.370660 -1.290175 -1.178247 0.034 -0.012 0.002 -0.02
Br 0.504534 -1.770897 -1.006491 -0.086 -0.059 0.040 -0.02
Br -3.037781 -2.700411 -0.716902 -0.022 -0.035 -0.052 -0.02
Br 1.971256 -1.176055 2.440479 -0.034 0.056 -0.025 -0.01
Br 10.404919 -2.538453 1.628946 -0.029 0.023 -0.017 -0.01
F -8.449065 0.449429 2.464275 -0.001 0.019 0.028 -0.30
F -9.461112 1.525153 0.878888 0.233 -0.147 -0.004 -0.33
F -8.681276 -0.455594 0.503955 0.091 0.242 0.135 -0.33
O -2.211667 1.691602 -0.214686 -0.434 0.150 0.036 -0.75
O -5.447221 3.318153 -0.305246 -0.041 0.022 -0.059 -0.56
O -7.232119 1.224746 0.849906 -0.355 -0.040 0.131 -0.53
O -2.945226 3.630228 1.017650 -0.024 -0.937 0.177 -0.93
N -7.720681 4.278643 1.008878 0.181 0.017 -0.120 -0.82
C 3.741829 -4.447820 -3.686693 -0.052 -0.075 0.037 -0.45
C -1.999163 -2.279328 -2.308647 -0.075 -0.023 0.063 -0.45
C -8.430040 0.699878 1.163321 0.030 -0.044 -0.256 1.17
C 2.414584 1.606556 1.851956 -0.125 0.055 -0.102 -0.46
C 2.891173 0.231280 1.466321 0.073 -0.099 0.043 -0.45
C -0.598169 -2.820317 -2.219278 0.117 0.046 -0.053 -0.46
C 9.336434 -2.969311 -1.001469 -0.082 0.056 -0.034 -0.45
C 3.318494 -3.055630 -3.305486 -0.014 0.088 -0.025 -0.45
C -6.680611 2.905816 -0.866342 -0.132 -0.053 -0.040 0.06
C -4.283071 2.969439 -1.069190 -0.050 -0.219 -0.024 -0.44
C -2.464007 0.601780 0.689625 0.215 0.073 0.108 -0.26
C 6.733306 0.584425 3.135681 0.117 -0.081 -0.039 -0.45
C 6.398344 0.957349 4.555399 -0.125 0.050 -0.008 -0.45
C 9.266014 -3.518459 0.398465 0.055 0.006 0.098 -0.45
C -6.960155 1.436572 -0.550469 0.288 0.133 -0.265 -0.10
C -7.767320 3.889044 -0.400196 0.142 0.211 -0.045 -0.23
B -3.090095 2.742769 -0.038984 0.227 0.273 -0.012 1.21
H -6.059477 0.849658 -0.768628 -0.248 0.019 -0.015 0.20
H -2.016621 -1.198825 -2.417221 0.015 0.006 -0.004 0.23
H -3.442850 0.151373 0.480932 0.171 0.008 -0.018 0.17
H 9.624049 -4.545180 0.418984 0.008 0.001 -0.028 0.23
H -7.015513 4.999488 1.115719 -0.053 -0.072 0.031 0.36
H -7.402394 3.505910 1.581968 -0.154 -0.031 -0.006 0.36
H 6.672494 1.992270 4.746706 -0.013 0.006 -0.013 0.23
H 6.880723 0.310336 5.280609 0.042 -0.010 -0.026 0.23
H -6.636074 2.962457 -1.967958 0.050 -0.012 0.136 0.18
H -2.446221 0.949364 1.729039 0.070 -0.055 -0.088 0.18
H 10.356887 -2.775262 -1.315113 0.012 -0.017 0.001 0.23
H -4.459789 2.061389 -1.664532 0.034 0.133 0.092 0.18
H -8.757355 3.490523 -0.649829 0.146 -0.056 0.038 0.19
H 2.323231 1.726515 2.925487 0.029 -0.011 0.016 0.23
H -7.636489 4.803020 -0.993089 -0.110 -0.160 0.104 0.20
H 8.863374 -3.655963 -1.699602 -0.007 -0.014 0.015 0.23
H -0.574697 -3.842575 -1.855343 -0.005 -0.009 -0.006 0.23
H -4.045241 3.779865 -1.775780 -0.056 -0.081 0.003 0.20
H 4.142624 -4.497130 -4.693880 0.017 0.009 -0.002 0.23
H -0.106328 -2.766521 -3.188519 -0.023 0.017 -0.006 0.24
H 2.693160 -3.043722 -2.417790 0.028 0.013 0.019 0.24
H -2.531112 -2.740975 -3.137123 0.022 -0.022 -0.004 0.23
H -3.655460 3.543956 1.666257 -0.061 0.490 -0.230 0.51
H 4.186629 -2.419991 -3.145907 0.027 -0.020 -0.027 0.23
H 4.477310 -4.824378 -2.979604 -0.012 0.011 0.023 0.23
H 3.091453 2.362270 1.458455 0.029 -0.018 -0.001 0.22
H 7.764954 0.839786 2.903543 0.013 -0.022 0.026 0.24
H -7.779877 1.067401 -1.172765 0.023 0.022 0.165 0.20
H -1.678517 -0.143489 0.546212 -0.164 0.131 0.020 0.21
H 3.944747 0.099657 1.706104 -0.005 0.023 0.035 0.23
H 6.072164 1.069160 2.423998 0.021 0.058 -0.001 0.22
H 2.730330 0.036210 0.409750 0.027 -0.006 -0.013 0.23
H 8.260449 -3.473370 0.805538 -0.016 -0.002 -0.013 0.23
```
Positions in Å, forces in eV/Å.

## Properties
Frontier orbital gap: 9.37 eV
SMILES: COB(O)CO[C@H](CN)COC(F)(F)F.BrCCBr.BrCCBr.BrCCBr.BrCCBr.BrCCBr

***

A structure of composition C16H33ClHgP2 at a distorted geometry. Source: OMol25; level of theory: ωB97M-V with the def2-TZVPD basis set.

Geometry as XYZ:
```
53
Properties=species:S:1:pos:R:3:forces:R:3:nbo_charge:R:1
Hg 1.784109 2.004785 -1.645139 0.428 -0.789 3.597 1.14
Cl 0.412973 3.584461 0.972692 -0.702 -0.077 1.750 -0.08
P -0.123723 -1.027015 -5.385010 1.638 -0.873 -2.595 1.34
P 1.375559 2.685815 -3.722503 -0.878 -0.416 -1.640 0.80
C 0.421123 0.695869 -5.694720 0.022 1.251 -1.438 -0.82
C -2.253940 -0.253672 -3.555419 -0.345 0.321 -0.693 -0.14
C 0.965843 3.906368 -0.610874 0.785 -0.225 -1.888 -1.08
C 1.613590 1.284860 -4.900578 0.358 -0.015 -0.980 -0.73
C 2.452177 4.078374 -4.177240 -0.084 0.369 -0.784 -0.95
C -0.842296 -3.183884 -4.554137 1.625 -1.735 0.674 -0.52
C -3.151593 -2.296036 -4.619633 0.392 -0.904 -0.255 -0.44
C 1.955721 0.687564 0.067543 -0.108 -0.583 -0.428 -1.17
C 1.313546 -1.854163 -6.206081 0.617 0.512 -0.299 -0.98
C -2.194055 -3.365355 -4.059383 -1.206 -0.337 -0.074 -0.41
C 0.081882 -2.300067 -3.952864 -1.410 -0.245 1.157 -0.36
C -1.099929 -1.560211 -6.958465 -0.495 0.408 0.156 -0.89
C -0.139252 -1.458821 -2.679730 0.182 -0.373 0.074 -0.41
C -1.512615 -0.792475 -2.392018 -0.171 -0.205 1.120 -0.48
C -2.531939 -0.921873 -4.710654 -1.756 1.375 1.643 -0.22
C -0.401018 3.149885 -3.831207 -0.053 0.298 -0.147 -0.95
H -0.478713 1.312441 -5.638469 0.118 0.077 0.012 0.23
H 1.135380 -2.927153 -6.318012 0.053 0.236 0.130 0.24
H -1.109775 -2.659607 -7.022226 0.129 0.636 0.110 0.26
H 1.429137 -1.411604 -7.196202 0.355 -0.147 -0.038 0.20
H -3.535234 -2.620682 -5.591292 0.281 0.091 -0.066 0.21
H 0.121059 4.084546 -1.278600 0.077 0.748 0.454 0.16
H 1.721927 4.689964 -0.608995 -0.384 0.262 -0.033 0.20
H 0.162871 -2.067480 -1.822134 -0.282 -0.021 0.111 0.23
H 2.903176 0.664878 0.629081 -0.289 0.189 -0.401 0.22
H -2.137049 -1.209549 -7.027698 0.439 -0.145 -0.004 0.22
H -1.307855 0.053876 -1.709712 -0.035 -0.325 -0.221 0.22
H 1.147502 0.993478 0.750581 0.337 -0.060 -0.265 0.22
H 0.693621 0.669179 -6.763123 -0.049 0.373 0.216 0.23
H -0.561539 3.909227 -4.603959 -0.031 -0.158 0.017 0.24
H -2.161963 -1.444068 -1.788232 0.134 -0.216 -0.177 0.23
H 2.293158 4.922970 -3.501416 -0.103 -0.225 0.088 0.27
H -2.213197 -3.356032 -2.965138 -0.194 0.002 0.033 0.19
H 0.606504 -0.648994 -2.697251 -0.039 -0.207 -0.100 0.20
H 2.214659 -1.687686 -5.617295 0.204 -0.075 -0.091 0.22
H -4.036975 -2.206547 -3.978883 0.011 0.118 -0.073 0.21
H 2.292358 4.442773 -5.203437 -0.090 -0.180 0.226 0.24
H -2.540703 -4.358959 -4.374854 -0.174 0.177 0.231 0.21
H -0.559152 -1.160335 -7.831593 -0.048 -0.058 0.457 0.22
H -1.022819 2.269132 -4.059061 0.416 0.292 0.117 0.26
H 2.336286 1.688546 -5.629594 -0.086 -0.326 0.110 0.24
H -2.664507 0.751535 -3.408526 0.900 0.234 -0.617 0.20
H 2.141875 0.498497 -4.345123 -0.156 0.272 -0.056 0.25
H -2.824036 -0.318222 -5.575368 -0.487 0.042 0.602 0.20
H 1.111062 -2.677473 -3.958316 -0.118 0.712 -0.393 0.25
H 3.503210 3.784875 -4.101514 -0.190 -0.139 0.111 0.26
H -0.763478 3.553990 -2.880559 0.257 -0.043 -0.207 0.26
H 1.747165 -0.328475 -0.305329 0.131 0.222 0.386 0.19
H -0.461122 -3.871744 -5.304120 0.073 -0.114 0.381 0.20
```
Positions in Å, forces in eV/Å.

## Properties
Frontier orbital gap: 5.69 eV
Energy relative to the best compared isomer or geometry (same formula, charge and spin): 577.56 kJ/mol

***

A structure of composition C16H33ClMoP2 at a distorted geometry. Source: OMol25; level of theory: ωB97M-V with the def2-TZVPD basis set.

Geometry as XYZ:
```
53
Properties=species:S:1:pos:R:3:forces:R:3:nbo_charge:R:1
Mo 0.193182 -0.095735 2.656638 -3.442 -0.153 -1.381 0.97
Cl -1.719402 0.849597 4.376342 1.207 -0.489 -0.891 0.13
P -0.340367 -1.858516 -1.368426 -0.282 -0.980 -2.632 1.55
P 0.294876 1.904791 -1.334404 0.461 1.253 -0.330 1.53
C 0.677919 -1.535394 1.030432 0.656 -0.748 0.723 -0.58
C 0.454140 1.880742 0.526281 0.448 -1.582 1.208 -0.47
C -0.846591 1.374169 1.110165 0.182 0.433 1.520 -0.52
C -0.025678 1.406548 4.049808 0.926 1.520 1.402 -0.60
C 1.568492 0.920989 1.089711 -0.210 0.746 -1.803 -0.37
C -0.477743 -0.544843 -2.773570 -0.302 0.187 0.641 -0.68
C 0.457010 0.690470 -2.735805 0.162 -0.512 0.437 -0.73
C -1.614270 0.371577 0.329414 -1.480 -0.242 -0.873 -0.44
C -1.391181 -3.182063 -2.024289 0.544 0.532 -0.181 -0.95
C 0.652402 -1.438781 4.077858 -0.357 -1.546 1.444 -0.96
C -0.692413 -1.945123 0.411903 0.621 1.515 2.666 -0.55
C 1.362676 -2.330108 -1.756717 -0.047 -0.417 0.200 -0.97
C -1.352176 2.522894 -1.654651 0.040 0.429 -0.162 -0.99
C -1.832413 -1.015593 0.950447 -0.012 -0.088 -1.268 -0.39
C 1.380998 -0.397537 0.350521 1.603 -0.598 -1.661 -0.45
C 1.504993 3.194175 -1.769183 -0.653 -0.633 -0.252 -0.95
H -1.143658 0.166555 -0.663538 -0.402 0.364 0.620 0.16
H -1.656174 3.232442 -0.887686 -0.106 0.025 -0.068 0.28
H 0.879027 -0.171130 -0.629786 0.493 0.098 0.860 0.19
H 1.524238 3.939357 -0.968898 0.120 -0.035 -0.345 0.27
H -1.908836 -0.939309 2.070955 0.062 -0.523 -0.853 0.24
H -0.086051 2.439268 3.726286 0.051 0.138 0.290 0.23
H -2.408480 -2.791468 -2.164492 0.194 -0.374 0.052 0.27
H 1.130294 -0.990957 4.958426 -0.128 -0.076 -0.087 0.24
H 1.619908 0.810167 2.250187 1.265 1.326 -0.616 0.21
H -1.261854 3.020261 -2.614029 -0.215 0.336 -0.177 0.27
H 1.703324 -3.041836 -1.008240 0.285 -0.069 -0.178 0.28
H 1.327739 -2.792728 -2.739193 -0.015 -0.273 -0.036 0.27
H 1.108295 3.607590 -2.697874 0.522 0.334 -0.049 0.26
H -0.982055 -2.956280 0.741086 0.504 0.014 -0.769 0.30
H -1.341310 -3.991320 -1.288335 -0.260 -0.025 -0.412 0.27
H 0.573349 1.244532 4.953334 -0.349 0.392 -0.084 0.24
H 1.267582 -2.259855 3.685377 -0.172 0.156 0.189 0.25
H 1.349564 -2.397017 1.110181 -0.308 0.183 0.099 0.24
H 2.576075 1.322749 0.899305 -0.325 -0.195 0.411 0.28
H 1.520850 0.428465 -2.894437 -0.530 0.037 0.219 0.27
H 0.172740 1.324575 -3.586746 0.103 -0.021 0.104 0.29
H 2.047155 -1.484295 -1.836107 -0.193 -0.232 0.193 0.25
H 2.484243 2.721835 -1.920543 -0.158 0.337 0.001 0.27
H -0.933496 -3.466491 -2.978441 -0.486 -0.262 0.106 0.26
H -2.612006 0.763307 0.070781 0.232 -0.012 0.143 0.24
H -2.800674 -1.406639 0.604283 0.163 0.046 0.283 0.25
H -2.088471 1.728856 -1.759971 0.102 0.136 0.106 0.27
H -1.459729 2.206274 1.421170 -0.229 0.088 0.220 0.24
H 0.768104 2.897317 0.783177 -0.650 0.086 -0.084 0.27
H 2.395789 -0.680774 0.027519 -0.240 -0.265 0.257 0.25
H -1.534734 -0.263859 -2.945228 0.514 -0.083 0.247 0.26
H -0.166652 -1.127874 -3.655538 -0.183 -0.058 0.351 0.28
H -0.318536 -1.863952 4.394553 0.276 -0.217 0.204 0.25
```
Positions in Å, forces in eV/Å.

## Properties
Frontier orbital gap (spin up / spin down): 6.22 / 7.26 eV
Spin multiplicity: 3
Total charge: +2
<S²>: 2.115

***

A structure of composition C16H33CuF3N5O9 at a distorted geometry. Source: OMol25; level of theory: ωB97M-V with the def2-TZVPD basis set.

Geometry as XYZ:
```
67
Properties=species:S:1:pos:R:3:forces:R:3:nbo_charge:R:1
Cu 31.359687 -4.159820 19.973625 0.093 -0.228 0.219 0.99
F 37.118016 -8.097633 26.021181 -0.218 1.002 0.250 -0.30
F 37.708918 -6.333605 27.280601 -0.489 -0.560 -1.025 -0.30
F 35.636265 -7.050230 27.330308 0.768 0.005 -1.060 -0.31
O 36.292386 -8.982225 28.933954 -2.426 0.465 -1.421 -0.48
O 39.657200 -5.470404 17.199500 -0.357 1.142 0.934 -0.61
O 32.835542 -1.125609 20.419434 -0.453 -3.107 -1.053 -0.70
O 38.438861 -8.555273 28.685666 -0.171 0.704 -0.730 -0.54
O 30.928983 -7.290646 18.415876 0.115 -0.888 0.039 -0.70
O 34.223203 -5.703023 20.442249 -0.270 -0.705 -2.693 -0.28
O 29.132551 -5.888836 22.238976 1.318 1.433 -1.307 -0.68
O 33.555317 -5.106361 22.254038 -2.481 1.090 1.927 -0.18
O 35.407145 -6.015177 22.184849 0.986 -0.947 0.382 -0.23
N 27.726826 -7.604537 22.396660 -1.034 -1.665 -0.845 -0.61
N 33.692939 0.847867 19.993609 1.218 2.443 -3.168 -0.58
N 31.541588 -9.461983 18.096124 1.081 -1.638 0.482 -0.59
N 38.012062 -4.803104 18.708920 -0.351 2.845 1.186 -0.61
N 34.412389 -5.675009 21.620040 1.579 0.680 0.297 0.71
C 36.478532 -10.077508 29.783508 1.245 -1.072 3.122 -0.09
C 38.312828 -3.354077 18.813529 0.862 -0.185 0.292 -0.44
C 37.297985 -8.355310 28.356227 1.850 -1.506 0.878 0.69
C 27.402610 -7.817748 20.944052 -0.841 0.906 0.985 -0.42
C 28.525342 -6.665927 22.928811 -0.121 0.401 0.188 0.68
C 28.574525 -6.619719 24.434177 -0.744 -1.127 0.028 -0.70
C 36.367311 -11.489246 29.266896 0.825 0.900 -1.908 -0.63
C 30.791735 -8.218069 16.204870 -0.471 -0.168 -0.216 -0.71
C 33.329230 -0.100162 20.801278 -2.110 0.938 3.102 0.68
C 33.543137 0.836492 18.496689 -0.137 -0.267 0.657 -0.42
C 36.932274 -7.422512 27.163018 -0.496 -0.374 2.449 0.91
C 38.253821 -7.022079 18.241206 0.531 -1.090 0.872 -0.72
C 31.078344 -8.289184 17.692943 -0.104 2.315 -0.753 0.68
C 31.895595 -9.842146 19.432976 -0.791 -0.885 1.421 -0.43
C 33.154179 0.316297 22.286022 0.711 -0.733 0.103 -0.72
C 38.775980 -5.638097 18.033735 1.058 -2.139 -2.546 0.66
H 37.544916 -5.374146 19.398680 -0.445 1.228 0.451 0.39
H 29.426486 -6.127895 24.903615 -0.066 -0.062 -0.509 0.24
H 33.781428 1.160042 22.573682 -0.355 0.141 0.013 0.22
H 38.262017 -7.303265 19.294291 0.088 0.121 0.350 0.21
H 27.965407 -8.565993 20.385921 0.722 0.446 0.344 0.21
H 36.248405 -12.206886 30.078648 -0.103 0.193 -0.157 0.23
H 32.538612 -9.168351 19.999220 -0.111 0.090 -0.291 0.21
H 37.457339 -9.975241 30.252103 0.112 0.097 -0.080 0.20
H 27.335578 -6.829667 20.488759 0.780 -0.155 -0.284 0.22
H 32.565616 0.475399 18.177056 -0.234 0.198 0.410 0.21
H 31.506728 -7.629991 15.629494 0.479 -0.287 0.309 0.24
H 32.099637 0.422484 22.540514 -0.108 0.745 -0.632 0.24
H 31.005165 -10.102991 20.005003 -0.449 1.026 0.321 0.21
H 31.854937 -10.172769 17.450609 -0.519 0.565 -0.518 0.41
H 33.843582 1.782412 20.345808 0.171 -0.382 0.270 0.40
H 38.658175 -3.003068 19.785959 -0.257 -0.613 0.482 0.20
H 35.810396 -10.127965 30.643249 -0.602 1.478 -0.264 0.19
H 29.863069 -7.691818 15.984185 -0.211 -0.152 0.469 0.24
H 37.195709 -7.047926 17.980753 0.215 -0.466 -0.667 0.22
H 26.373632 -8.154530 20.818003 -0.152 -0.187 0.697 0.21
H 33.680722 1.862437 18.155219 -0.019 -0.155 0.049 0.22
H 38.965145 -7.711330 17.786192 -0.728 -0.135 -0.494 0.25
H 27.641045 -6.205803 24.815477 0.045 0.229 -0.012 0.24
H 35.570677 -11.508362 28.523190 -0.184 -0.522 0.163 0.21
H 28.529613 -7.680194 24.682136 0.304 0.004 0.776 0.22
H 30.699942 -9.233718 15.819993 0.127 0.162 -0.352 0.21
H 37.315764 -11.635996 28.750164 -0.119 -0.809 -0.226 0.21
H 32.271636 -10.863933 19.484201 0.929 0.209 -0.761 0.22
H 37.549203 -2.630718 18.527657 -0.357 -0.621 -0.380 0.20
H 34.229343 0.191018 17.948438 0.430 0.040 0.527 0.21
H 27.243579 -8.189756 23.063061 0.025 -0.026 -0.273 0.39
H 39.210706 -3.186928 18.218566 -0.269 -0.092 -0.459 0.24
H 33.363454 -0.494275 22.984069 0.684 -0.293 -0.359 0.24
```
Positions in Å, forces in eV/Å.

## Properties
Frontier orbital gap (spin up / spin down): 5.86 / 3.87 eV
Spin multiplicity: 2
Total charge: +1
<S²>: 0.757

***

Table of total energy (Eh), in record order: -27049.8368 -1925.4231 -1839.6810 -3519.9569